The following is a DFT calculation (ωB97M-V/def2-TZVPD) of a 2-piece molecular cluster, N3O4 overall at a distorted geometry.

The calculation puts the maximum force at 4.6 eV/A. As for the total energy: -12656.4297 eV. The energy relative to the best compared isomer or geometry (same formula, charge and spin) comes out at 15.9 kJ/mol. The calculation puts the gap between HOMO and LUMO at 8.274 eV. Its LUMO energy is 4.19 eV. For the HOMO energy, the calculation gives -4.1 eV.

```
! wB97M-V def2-TZVPD RIJCOSX def2/J DEFGRID3
* xyz -1 1
N -1.4620 -0.1654 0.0845
N -1.2011 0.0217 1.1409
N 0.9350 0.0272 -0.8772
O -1.0981 0.1089 2.2745
O 0.8194 -0.2201 -2.0739
O 1.0342 -0.9469 -0.1016
O 0.9727 1.1746 -0.4472
*
```